74
Properties=species:S:1:pos:R:3:forces:R:3 method="wB97M-V/def2-TZVPD" charge=+1 s_squared=2.023 total_energy_ev=-208046.443 e_homo_ev="-10.085 / -10.095" spin_multiplicity=3 homo_lumo_gap_ha="0.24903 / 0.28154"
V 0.7041 1.1378 -0.7878 0.587 0.324 0.202
Se -1.3407 1.3714 -2.1993 -0.205 -0.065 -0.039
P 0.0596 0.5792 -3.6839 -0.027 -0.048 -0.122
Se 2.0512 0.9301 -2.8679 0.045 0.035 -0.319
C -0.1384 1.4622 -5.2481 0.052 -0.085 0.091
C -1.3959 1.8938 -5.6594 0.003 0.011 0.041
C -1.5411 2.4866 -6.9032 -0.034 0.017 -0.022
C -0.4391 2.6490 -7.7312 0.014 -0.004 0.003
C 0.8151 2.2217 -7.3182 -0.012 0.000 0.007
C 0.9685 1.6272 -6.0763 -0.001 -0.036 0.012
C -0.2701 -1.1693 -3.9840 -0.005 0.126 0.004
C -1.5776 -1.5359 -4.2970 -0.002 -0.019 -0.013
C -1.8726 -2.8611 -4.5640 -0.006 0.016 0.005
C -0.8658 -3.8177 -4.5146 0.018 0.017 0.006
C 0.4333 -3.4494 -4.1975 -0.002 -0.054 -0.007
C 0.7370 -2.1228 -3.9295 0.031 0.027 0.020
H -2.2548 1.7833 -5.0086 -0.002 0.001 -0.003
H -2.5165 2.8266 -7.2244 0.002 0.000 0.000
H -0.5566 3.1148 -8.7006 -0.008 0.001 0.002
H 1.6753 2.3527 -7.9605 -0.004 0.003 -0.004
H 1.9469 1.2978 -5.7497 0.006 0.005 -0.018
H -2.3644 -0.7913 -4.3198 -0.013 -0.016 -0.007
H -2.8870 -3.1484 -4.8053 0.003 -0.005 -0.001
H -1.0986 -4.8537 -4.7216 0.007 -0.003 0.001
H 1.2148 -4.1962 -4.1554 -0.004 -0.002 -0.001
H 1.7467 -1.8353 -3.6658 -0.013 0.001 -0.004
C 4.1287 1.5077 -0.3418 0.018 -0.038 -0.028
O 2.8046 1.9048 0.0108 -0.190 -0.124 -0.007
C 2.7490 3.1929 0.6074 -0.061 0.046 -0.014
C 1.3243 3.3641 1.0718 0.124 -0.076 0.011
O 0.4454 3.1156 -0.0424 -0.035 -0.092 0.009
C 0.1271 4.3082 -0.7875 -0.021 0.051 -0.062
H 4.7593 1.4904 0.5485 -0.012 0.009 0.003
H 4.5506 2.1946 -1.0795 -0.006 -0.008 -0.006
H 4.0689 0.5067 -0.7604 -0.001 0.001 0.001
H 3.0353 3.9553 -0.1254 0.016 -0.007 -0.002
H 3.4356 3.2482 1.4564 -0.007 0.001 0.018
H 1.1329 4.3574 1.4749 0.019 0.015 0.000
H 1.0890 2.6122 1.8227 -0.042 0.031 0.012
H -0.3492 5.0232 -0.1178 -0.005 -0.019 0.010
H -0.5566 4.0221 -1.5788 0.019 -0.018 -0.001
H 1.0305 4.7400 -1.2191 0.017 -0.019 0.009
C -3.2285 -0.5402 6.9622 0.004 0.009 0.000
C -1.7964 -0.4746 6.5029 0.015 -0.025 0.003
C -0.7883 -0.2105 7.4241 -0.015 0.005 0.012
C 0.5411 -0.1438 7.0406 0.025 0.003 0.008
C 0.8812 -0.3667 5.7185 -0.002 -0.018 -0.024
C -0.1142 -0.6313 4.7872 -0.050 -0.048 0.077
N 0.2659 -0.8333 3.4281 0.006 0.214 -0.092
C 0.0672 -1.9794 2.7254 0.061 -0.164 -0.195
C -0.2647 -3.1712 3.3987 -0.011 0.002 0.004
C -0.4442 -4.3460 2.7102 0.010 0.027 0.031
C -0.3074 -4.4060 1.3196 -0.004 -0.075 -0.077
C 0.0093 -3.2606 0.6388 -0.016 0.022 -0.023
C 0.1995 -2.0398 1.3099 0.017 0.117 0.261
C 0.5008 -0.8850 0.4923 0.059 -0.431 -0.163
O 0.7935 0.2888 0.9720 -0.380 0.143 0.348
O 0.5028 -0.9233 -0.7756 0.031 0.188 0.054
C -1.4636 -0.6713 5.1562 0.042 0.023 -0.057
C -2.5255 -0.9129 4.1177 -0.015 -0.003 0.052
H -3.2913 -0.4343 8.0435 0.008 -0.003 0.001
H -3.6912 -1.4895 6.6882 -0.013 0.006 -0.003
H -3.8274 0.2559 6.5150 -0.010 -0.008 0.005
H -1.0536 -0.0552 8.4627 -0.004 0.000 -0.003
H 1.3098 0.0618 7.7737 -0.002 -0.001 -0.002
H 1.9146 -0.3567 5.3955 0.000 0.001 0.004
H 0.5808 -0.0345 2.9042 0.006 0.018 0.007
H -0.3626 -3.1484 4.4758 0.010 -0.005 -0.004
H -0.6886 -5.2448 3.2620 -0.001 0.005 0.009
H -0.4461 -5.3406 0.7949 -0.005 0.010 -0.004
H 0.1183 -3.2635 -0.4378 -0.005 -0.015 0.001
H -2.6682 -1.9812 3.9345 -0.032 0.015 0.004
H -2.2486 -0.4581 3.1668 -0.001 -0.018 -0.018
H -3.4833 -0.5005 4.4260 0.004 0.007 -0.007

---

20
Properties=species:S:1:pos:R:3:forces:R:3 method="wB97M-V/def2-TZVPD" charge=+2 total_energy_ev=-9373.911 e_homo_ev=-19.722 homo_lumo_gap_ha=0.37278
C 0.4355 -1.2189 -0.1242 -0.833 -1.325 -2.031
C -0.0010 -0.7109 -1.2726 0.576 -1.931 -0.966
C -0.3559 0.2904 1.3634 -4.984 4.430 -1.357
C -1.6476 0.8277 -0.3716 0.565 -1.205 4.619
C 1.1132 -1.4764 2.1135 1.421 -3.351 0.365
C 0.3544 1.6763 -1.3759 0.101 4.175 -0.563
N 0.3538 -0.7045 1.1878 0.623 -0.553 -1.000
N -0.6054 0.6200 -1.3525 -2.199 -1.195 -2.900
H 0.7192 -2.2661 -0.2291 0.458 0.340 0.509
H 0.1449 -1.4057 -2.2141 -0.585 2.030 1.753
H -0.6903 0.9671 2.2065 1.142 -1.397 -0.449
H -2.5013 0.0984 -0.1444 1.641 0.520 -1.100
H -2.0184 1.8641 -0.3032 0.667 -0.390 0.080
H 1.9991 -1.9190 1.6001 -0.559 0.704 0.220
H 0.5485 -2.3820 2.4228 -0.139 0.646 -0.249
H 1.4553 -1.0177 2.9883 0.144 1.339 1.137
H 1.0319 1.6512 -0.5695 0.346 -0.028 1.474
H 1.0202 1.6754 -2.2291 -0.379 -0.387 -0.631
H -0.2798 2.6514 -1.3960 1.553 -1.441 0.121
H -1.0762 0.7791 -2.3001 0.441 -0.980 0.969